Formula: C33H29N4O6SbW
Source: OMol25
Level of theory: ωB97M-V/def2-TZVPD

## Properties
Orbital gap   5.83 eV
Largest force on an atom   1.402 eV/Å
Total charge   +4
Relative energy (zero: lowest compared OMol25 entry of this formula, charge and spin)   0.000 eV

Element x y z (Å)
W  0.126  -0.008  0.774
C  0.000  2.859  -1.377
C  -1.214  2.673  -0.501
C  -2.100  3.741  -0.554
C  -3.224  3.788  0.234
C  -3.448  2.717  1.086
C  -2.573  1.652  1.097
N  -1.466  1.599  0.311
Sb  -3.263  0.145  2.424
C  -1.457  0.068  3.544
C  -1.695  0.034  4.897
C  -0.637  -0.013  5.790
C  0.635  -0.004  5.265
C  0.858  0.033  3.899
C  2.294  0.052  3.473
N  -0.198  0.055  3.016
C  -2.670  -1.489  1.202
C  -3.602  -2.505  1.261
C  -3.461  -3.618  0.452
C  -2.371  -3.654  -0.387
C  -1.430  -2.639  -0.408
C  -0.303  -2.864  -1.386
N  -1.581  -1.530  0.393
H  0.526  3.755  -1.049
H  0.702  2.047  -1.388
H  -0.321  3.052  -2.400
H  -1.866  4.557  -1.226
H  -3.904  4.631  0.197
H  -4.313  2.711  1.736
H  -2.714  0.047  5.260
H  -0.802  -0.047  6.861
H  1.495  -0.021  5.920
H  2.923  0.125  4.354
H  2.576  -0.870  2.972
H  2.521  0.916  2.859
H  -4.446  -2.422  1.932
H  -4.184  -4.425  0.471
H  -2.222  -4.498  -1.049
H  -0.190  -3.933  -1.549
H  -0.562  -2.428  -2.352
H  0.654  -2.493  -1.062
O  6.367  -0.065  0.294
C  5.070  -0.133  0.369
C  4.328  -1.328  0.507
C  2.970  -1.226  0.577
N  2.328  -0.067  0.482
C  3.021  1.072  0.450
C  4.377  1.101  0.377
C  2.130  2.225  0.689
O  2.328  3.367  0.583
O  0.875  1.691  1.103
C  2.031  -2.322  0.898
O  2.201  -3.475  0.910
O  0.786  -1.722  1.196
H  6.841  -0.912  0.330
H  4.806  -2.298  0.595
H  4.928  2.037  0.372
C  1.888  -0.627  -2.757
C  0.495  -0.216  -2.433
O  0.206  -0.111  -1.153
C  -0.481  0.046  -3.389
C  -0.131  0.064  -4.770
C  -1.090  0.301  -5.719
C  -2.416  0.510  -5.325
C  -2.792  0.480  -3.971
C  -1.844  0.256  -3.015
H  2.463  -0.872  -1.866
H  2.397  0.179  -3.295
H  1.878  -1.496  -3.417
H  0.893  -0.093  -5.088
H  -0.825  0.324  -6.768
H  -3.171  0.686  -6.083
H  -3.830  0.624  -3.700
H  -2.120  0.200  -1.974

=====

Formula: C33H29N7OPbS
Source: OMol25
Level of theory: ωB97M-V/def2-TZVPD

## Properties
Orbital gap   5.69 eV
Largest force on an atom   0.976 eV/Å

Element x y z (Å)
Pb  -0.490  0.179  -1.189
N  -0.091  -0.342  9.374
C  -0.089  -0.187  8.238
C  -0.102  -0.020  6.835
C  0.886  -0.617  6.052
C  0.832  -0.506  4.678
C  -0.206  0.191  4.065
C  -1.166  0.821  4.856
C  -1.123  0.715  6.230
C  -0.320  0.235  2.591
C  0.716  0.887  1.910
C  1.787  1.590  2.535
C  2.563  2.115  1.530
C  1.959  1.717  0.327
N  0.860  1.004  0.544
C  -1.480  -0.348  2.078
C  -2.511  -0.966  2.854
C  -3.507  -1.320  1.982
C  -3.056  -0.935  0.705
N  -1.855  -0.383  0.756
H  1.678  -1.174  6.529
H  1.585  -0.978  4.065
H  -1.954  1.385  4.380
H  -1.881  1.181  6.842
H  1.942  1.695  3.592
H  3.441  2.723  1.628
H  2.289  1.923  -0.676
H  -2.496  -1.127  3.914
H  -4.437  -1.800  2.220
H  -3.566  -1.046  -0.235
C  -2.178  -2.464  -4.557
C  -1.999  -2.278  -3.070
O  -2.418  -1.297  -2.473
N  -1.404  -3.316  -2.453
C  -1.065  -3.322  -1.041
C  0.419  -3.139  -0.854
C  1.282  -4.216  -1.030
C  2.645  -4.011  -0.916
C  3.098  -2.734  -0.625
C  2.168  -1.722  -0.473
N  0.861  -1.921  -0.581
H  -2.428  -1.508  -5.007
H  -2.992  -3.161  -4.755
H  -1.262  -2.843  -4.999
H  -0.986  -4.040  -3.020
H  -1.389  -4.271  -0.601
H  -1.599  -2.495  -0.570
H  0.884  -5.193  -1.266
H  3.339  -4.826  -1.053
H  4.150  -2.518  -0.549
H  2.480  -0.713  -0.255
S  1.367  -0.570  -3.167
C  2.075  0.911  -3.755
C  1.505  2.158  -3.496
C  2.064  3.306  -4.022
C  3.202  3.239  -4.810
C  3.793  2.005  -5.045
C  3.240  0.854  -4.523
H  0.610  2.213  -2.885
H  1.600  4.262  -3.814
H  3.623  4.138  -5.238
H  4.692  1.941  -5.641
H  3.694  -0.109  -4.704
N  -3.491  3.648  -1.160
C  -2.628  4.232  -0.276
C  -1.486  3.488  -0.323
N  -1.645  2.475  -1.213
C  -2.853  2.591  -1.700
H  -4.429  3.954  -1.360
H  -2.893  5.097  0.294
H  -0.568  3.608  0.213
H  -3.283  1.936  -2.429

=====

Formula: C33H29O5S2
Source: OMol25
Level of theory: ωB97M-V/def2-TZVPD

## Properties
Orbital gap   7.41 eV
Largest force on an atom   0.327 eV/Å
Total charge   +1

Element x y z (Å)
C  4.792  -3.633  1.781
O  4.022  -2.888  0.865
C  4.059  -1.489  1.059
C  2.663  -0.929  1.370
C  1.769  -1.971  2.033
C  0.564  -1.317  2.691
S  -0.695  -2.527  3.197
S  -1.803  -2.948  1.516
H  5.808  -3.237  1.867
H  4.842  -4.655  1.411
H  4.346  -3.647  2.783
H  4.766  -1.219  1.847
H  4.407  -1.037  0.129
H  2.201  -0.640  0.425
H  2.789  -0.047  1.999
H  2.308  -2.564  2.777
H  1.420  -2.671  1.267
H  0.807  -0.769  3.604
H  0.023  -0.651  2.017
H  0.082  -3.617  3.282
H  -0.796  -3.420  0.769
C  -2.780  -4.274  -1.229
C  -2.325  -3.086  -1.799
C  -3.192  -2.287  -2.524
C  -4.514  -2.678  -2.687
C  -4.965  -3.875  -2.131
C  -4.097  -4.670  -1.396
C  -6.378  -4.331  -2.319
O  -6.759  -5.364  -1.815
C  -7.277  -3.477  -3.140
C  -8.580  -3.899  -3.369
C  -9.437  -3.115  -4.122
C  -8.999  -1.903  -4.644
C  -7.701  -1.476  -4.422
C  -6.834  -2.262  -3.674
C  -5.439  -1.791  -3.464
O  -5.046  -0.731  -3.897
H  -2.100  -4.910  -0.673
H  -1.288  -2.787  -1.693
H  -2.857  -1.363  -2.974
H  -4.463  -5.593  -0.967
H  -8.910  -4.842  -2.955
H  -10.450  -3.447  -4.303
H  -9.673  -1.291  -5.229
H  -7.348  -0.537  -4.825
C  7.566  4.411  1.093
C  7.523  5.800  1.095
C  6.309  6.459  1.190
C  5.131  5.730  1.276
C  5.172  4.333  1.262
C  6.395  3.679  1.176
C  3.924  3.527  1.328
O  3.960  2.311  1.335
C  2.625  4.257  1.383
C  1.439  3.532  1.392
C  0.224  4.191  1.451
C  0.185  5.580  1.508
C  1.362  6.308  1.496
C  2.583  5.651  1.428
C  3.837  6.461  1.391
O  3.799  7.669  1.449
H  8.517  3.899  1.024
H  8.440  6.370  1.024
H  6.262  7.539  1.198
H  6.416  2.598  1.172
H  1.485  2.452  1.346
H  -0.699  3.626  1.451
H  -0.766  6.094  1.558
H  1.348  7.388  1.535

=====

Formula: C33H30BrCaIN8O2PS
Source: OMol25
Level of theory: ωB97M-V/def2-TZVPD

## Properties
Orbital gap   6.63 eV
Largest force on an atom   5.716 eV/Å
Total charge   +1
Relative energy (zero: lowest compared OMol25 entry of this formula, charge and spin)   0.184 eV

Element x y z (Å)
Ca  1.106  1.091  0.247
C  6.425  -0.883  1.539
N  5.364  0.084  1.356
C  5.499  1.462  1.512
C  4.289  2.020  1.293
N  3.388  1.031  0.984
C  4.036  -0.126  1.114
P  3.185  -1.744  0.888
C  2.798  -1.383  -0.883
N  2.119  -0.290  -1.355
C  2.060  -0.492  -2.770
C  2.742  -1.627  -3.107
N  3.211  -2.181  -1.927
C  3.877  -3.463  -1.806
C  1.535  -1.705  1.710
N  0.453  -0.939  1.434
C  -0.555  -1.461  2.184
C  -0.139  -2.540  2.897
N  1.205  -2.633  2.680
C  1.950  -3.708  3.269
H  7.095  -0.466  2.240
H  6.877  -1.027  0.551
H  6.063  -1.864  1.924
H  6.469  1.868  1.805
H  4.006  3.044  1.369
H  1.527  0.259  -3.313
H  2.856  -2.032  -4.100
H  3.683  -3.874  -0.817
H  4.965  -3.365  -1.933
H  3.442  -4.035  -2.613
H  -1.527  -1.017  2.052
H  -0.684  -3.160  3.580
H  1.716  -3.833  4.329
H  2.991  -3.563  3.099
H  1.637  -4.652  2.785
O  1.136  2.720  2.092
S  0.254  3.675  1.471
O  0.745  4.788  0.631
N  -0.544  2.587  0.435
C  -1.460  3.134  -0.429
C  -2.224  4.304  -0.238
C  -2.661  5.021  -1.353
C  -2.767  4.386  -2.584
C  -2.418  3.004  -2.717
C  -2.656  2.239  -3.869
C  -2.175  0.936  -3.925
C  -1.402  0.438  -2.838
N  -1.115  1.178  -1.724
C  -1.719  2.383  -1.609
C  -0.908  4.018  2.708
C  -0.745  5.280  3.254
C  -1.529  5.691  4.358
C  -2.430  4.772  4.955
C  -2.631  3.566  4.350
C  -1.820  3.144  3.283
H  -2.321  4.792  0.747
H  -2.798  6.099  -1.272
H  -2.915  4.930  -3.489
H  -3.236  2.744  -4.665
H  -2.379  0.324  -4.814
H  -1.033  -0.555  -2.885
H  -0.036  5.961  2.717
H  -1.389  6.756  4.664
H  -2.876  5.021  5.926
H  -3.470  2.895  4.635
H  -2.000  2.168  2.853
Br  -1.773  -5.818  -1.114
C  -3.291  -5.414  -2.108
C  -3.787  -6.402  -2.985
C  -4.917  -6.077  -3.726
C  -5.600  -4.899  -3.512
C  -5.066  -3.962  -2.664
C  -3.952  -4.188  -1.915
I  -3.128  -2.712  -0.576
H  -3.199  -7.292  -3.194
H  -5.392  -6.793  -4.433
H  -6.496  -4.674  -4.048
H  -5.538  -2.967  -2.609

=====

Formula: C33H30I2N2P2PdS
Source: OMol25
Level of theory: ωB97M-V/def2-TZVPD

## Properties
Orbital gap (spin up / spin down)   7.31 / 5.07 eV
⟨S²⟩   2.0131
Largest force on an atom   0.778 eV/Å
Total charge   +2
Spin multiplicity   3
Relative energy (zero: lowest compared OMol25 entry of this formula, charge and spin)   1.450 eV

Element x y z (Å)
Pd  -0.142  0.196  -0.193
I  1.842  -1.133  1.467
C  3.074  0.481  0.851
I  2.379  1.287  -0.981
H  4.082  0.108  0.708
H  3.022  1.254  1.608
N  -1.399  -2.838  0.672
C  -1.252  -2.651  -0.652
N  -0.823  -1.531  -1.182
C  -0.859  -1.588  -2.583
C  -0.492  -0.574  -3.457
C  -0.582  -0.810  -4.817
C  -1.029  -2.038  -5.309
C  -1.394  -3.056  -4.445
C  -1.305  -2.810  -3.083
S  -1.699  -3.893  -1.771
H  -1.141  -2.110  1.314
H  -1.625  -3.744  1.046
H  -0.147  0.387  -3.093
H  -0.297  -0.030  -5.509
H  -1.088  -2.198  -6.376
H  -1.736  -4.009  -4.822
C  -3.429  0.760  1.700
P  -2.082  1.291  0.660
C  -1.162  2.614  1.450
C  -0.272  2.266  2.469
C  0.429  3.249  3.146
C  0.241  4.584  2.814
C  -0.657  4.937  1.816
C  -1.360  3.960  1.131
C  -2.564  1.712  -0.995
C  -1.736  2.511  -1.798
C  -2.067  2.729  -3.125
C  -3.201  2.138  -3.664
C  -4.013  1.324  -2.881
C  -3.698  1.102  -1.555
P  -4.759  2.107  1.819
C  -6.042  1.130  2.676
C  -7.358  1.433  2.329
C  -8.419  0.797  2.958
C  -8.173  -0.158  3.929
C  -6.865  -0.476  4.278
C  -5.810  0.169  3.659
C  -4.086  3.186  3.130
C  -3.397  2.776  4.269
C  -2.978  3.698  5.210
C  -3.256  5.050  5.033
C  -3.950  5.472  3.911
C  -4.354  4.545  2.962
H  -2.975  0.481  2.656
H  -3.907  -0.133  1.293
H  -0.143  1.227  2.758
H  1.105  2.977  3.946
H  0.781  5.355  3.346
H  -0.825  5.979  1.582
H  -2.086  4.246  0.382
H  -0.858  2.989  -1.378
H  -1.445  3.368  -3.736
H  -3.461  2.315  -4.699
H  -4.898  0.873  -3.307
H  -4.343  0.480  -0.948
H  -7.559  2.172  1.562
H  -9.435  1.046  2.684
H  -8.999  -0.657  4.419
H  -6.673  -1.220  5.038
H  -4.800  -0.084  3.963
H  -3.198  1.725  4.451
H  -2.451  3.365  6.094
H  -2.941  5.768  5.778
H  -4.181  6.520  3.775
H  -4.891  4.881  2.083

=====

Formula: C33H30MgN4O3S2
Source: OMol25
Level of theory: ωB97M-V/def2-TZVPD

## Properties
Orbital gap   4.50 eV
Largest force on an atom   3.853 eV/Å

Element x y z (Å)
Mg  13.712  17.592  9.576
C  13.429  16.279  13.974
O  13.961  15.096  13.424
C  15.141  15.180  12.737
C  16.146  14.286  13.032
C  17.354  14.276  12.315
C  17.586  15.120  11.278
C  16.615  16.118  11.009
C  16.807  16.950  9.838
N  15.865  17.635  9.264
N  16.190  18.423  8.259
C  15.179  19.227  7.852
O  13.977  19.099  8.277
C  15.489  20.282  6.809
C  16.727  20.241  6.138
C  16.960  21.074  5.044
C  15.977  21.933  4.610
C  14.766  22.035  5.332
C  14.520  21.184  6.401
C  15.332  16.162  11.685
O  14.336  16.907  11.300
H  12.545  15.939  14.497
H  14.161  16.747  14.669
H  13.265  17.039  13.221
H  15.974  13.567  13.789
H  18.105  13.462  12.493
H  18.439  15.026  10.583
H  17.834  16.999  9.383
H  17.412  19.447  6.463
H  17.895  21.013  4.468
H  16.135  22.613  3.753
H  14.079  22.801  4.992
H  13.498  21.135  6.783
S  11.026  17.813  9.691
C  10.763  16.122  9.822
N  9.584  15.632  10.293
C  9.270  14.224  10.469
C  10.562  13.434  10.616
N  11.428  13.741  9.453
C  12.315  12.634  9.032
C  11.733  11.210  9.063
C  12.429  10.125  9.542
C  11.849  8.816  9.465
C  10.692  8.631  8.813
C  10.022  9.746  8.243
C  10.483  11.033  8.412
C  11.730  15.090  9.275
S  13.062  15.509  8.307
C  8.426  16.443  10.454
C  8.272  17.260  11.703
C  7.160  18.100  11.768
C  7.039  19.051  12.741
C  7.928  19.122  13.830
C  9.052  18.258  13.768
C  9.209  17.359  12.719
H  8.705  13.881  9.602
H  8.743  14.124  11.417
H  10.345  12.371  10.647
H  11.098  13.715  11.526
H  13.184  12.703  9.679
H  12.660  12.933  8.041
H  13.413  10.188  10.139
H  12.385  7.982  9.908
H  10.195  7.617  8.791
H  9.049  9.574  7.737
H  9.997  11.907  7.925
H  7.518  15.870  10.399
H  8.260  17.157  9.613
H  6.372  17.997  11.016
H  6.141  19.693  12.692
H  7.694  19.846  14.635
H  9.833  18.249  14.583
H  10.061  16.703  12.679